Run 1
ORCA calculation (ωB97M-V with the def2-TZVPD basis set) on a 2-piece molecular cluster, C3H9NS2 overall.

Each line ends with the Löwdin charge.
Geometry (Å):
C -0.19 -2.68 -1.36  -0.606
S -0.15 -2.52 0.46  0.064
S 1.91 -3.46 0.87  -0.086
H 0.11 -3.71 -1.55  -0.014
H 0.56 -2.04 -1.82  -0.001
H -1.22 -2.50 -1.66  -0.017
H 1.28 -4.33 1.65  -0.331
C 0.80 2.49 0.09  -0.024
C -0.21 2.96 0.80  -0.303
N -1.60 2.95 0.48  0.003
H 0.75 2.31 -0.97  0.045
H 1.76 2.24 0.52  0.045
H -0.05 3.31 1.82  0.090
H -1.71 2.63 -0.48  0.065
H -2.03 2.34 1.15  0.071

Computed properties:
Expectation value of S²: 0.7541
Total charge: -1
Spin multiplicity: 2

Run 2
ORCA calculation (ωB97M-V with the def2-TZVPD basis set) on a 2-piece molecular cluster, C3H9NS2 overall.

Each line ends with the Löwdin charge.
Geometry (Å):
C 1.51 -2.22 2.00  -0.579
S 0.46 -1.82 0.56  0.106
S 1.97 -1.29 -1.00  -0.051
H 2.48 -2.56 1.60  -0.005
H 1.03 -2.99 2.58  -0.016
H 1.66 -1.33 2.61  -0.003
H 1.98 0.03 -0.77  -0.311
C -1.81 1.92 -1.98  -0.064
C -1.28 1.10 -1.07  -0.323
N -1.23 1.36 0.28  0.036
H -2.31 2.84 -1.68  0.030
H -1.85 1.62 -3.02  0.023
H -0.82 0.18 -1.40  0.067
H -1.22 2.34 0.48  0.071
H -0.59 0.81 0.83  0.019

Computed properties:
Expectation value of S²: 0.7537
Total charge: -1
Spin multiplicity: 2

Stability, lowest: run 1

Run 1
ORCA calculation (ωB97M-V with the def2-TZVPD basis set) on C4H8N2 as an isolated structure.

Each line ends with the Löwdin charge.
Geometry (Å):
C 1.06 1.21 0.04  -0.079
C 0.02 0.52 -0.75  -0.219
C -0.80 -0.41 0.19  -0.442
N -1.55 -1.37 -0.59  0.019
C 0.18 -0.94 1.27  -0.071
N 1.14 -0.12 1.30  0.036
H 0.75 2.15 0.52  0.088
H 2.02 1.39 -0.49  0.092
H 2.04 0.25 1.49  0.082
H -0.70 1.19 -1.23  0.110
H 0.48 -0.10 -1.53  0.110
H -1.52 0.19 0.76  0.135
H -0.92 -2.06 -0.99  0.070
H -2.20 -1.88 0.00  0.069

Computed properties:
Spin multiplicity: 1

Run 2
ORCA calculation (ωB97M-V with the def2-TZVPD basis set) on C4H8N2 as an isolated structure.

Each line ends with the Löwdin charge.
Geometry (Å):
C 1.56 0.39 0.07  -0.224
N 1.62 -1.09 0.23  -0.018
C 0.57 -1.09 -0.77  -0.183
C 0.34 0.22 -0.79  -0.154
C -2.13 0.16 0.37  -0.140
N -1.13 0.52 1.06  0.016
H 2.37 0.67 -0.61  0.109
H 1.56 1.00 0.97  0.095
H 1.23 -1.32 1.15  0.095
H 0.41 -1.85 -1.51  0.092
H -0.25 0.91 -1.39  0.098
H -2.22 -0.89 0.10  0.074
H -2.88 0.84 -0.04  0.072
H -1.05 1.53 1.15  0.066

Computed properties:
Spin multiplicity: 1

Run 3
ORCA calculation (ωB97M-V with the def2-TZVPD basis set) on one molecule with the formula C4H8N2.

Each line ends with the Löwdin charge.
Geometry (Å):
C 0.88 -1.38 -0.18  -0.108
N 0.31 -0.07 -0.27  -0.326
C 0.88 0.98 0.50  -0.106
C -1.14 -0.14 -0.42  -0.184
C -1.89 1.06 -0.01  -0.206
N -2.48 2.02 0.27  0.148
H 1.94 -1.34 -0.44  0.087
H 0.39 -2.05 -0.91  0.088
H 0.76 -1.83 0.82  0.089
H 0.79 0.82 1.59  0.089
H 0.39 1.93 0.24  0.080
H 1.94 1.07 0.22  0.088
H -1.60 -1.02 0.06  0.130
H -1.03 -0.16 -1.50  0.130

Computed properties:
Spin multiplicity: 1

Stability, lowest: run 2

Run 1
ORCA calculation (ωB97M-V with the def2-TZVPD basis set) on one molecule with the formula C4H8N2.

Each line ends with the Löwdin charge.
Geometry (Å):
C -2.32 1.87 0.32  -0.087
C -1.01 1.21 0.56  -0.242
N -0.51 0.40 -0.27  -0.027
N 0.70 -0.11 0.18  -0.016
C 1.04 -1.11 -0.55  -0.218
C 2.29 -1.94 -0.30  -0.086
H -3.09 1.51 1.03  0.077
H -2.16 2.98 0.45  0.084
H -2.62 1.66 -0.72  0.078
H -0.45 1.43 1.45  0.103
H 0.42 -1.44 -1.44  0.124
H 1.90 -2.96 -0.16  0.076
H 2.99 -1.89 -1.14  0.071
H 2.83 -1.62 0.59  0.063

Computed properties:
Spin multiplicity: 1

Run 2
ORCA calculation (ωB97M-V with the def2-TZVPD basis set) on one molecule with the formula C4H8N2.

Each line ends with the Löwdin charge.
Geometry (Å):
C 0.63 -1.27 -0.16  -0.092
C 0.13 -0.15 0.73  -0.379
C -1.43 0.29 0.49  -0.163
N -1.24 0.83 -0.81  0.003
C 0.00 1.17 -0.99  -0.246
N 0.85 1.04 0.18  0.025
H 0.61 -1.17 -1.17  0.042
H 1.66 -1.16 -0.01  0.061
H 0.04 -2.14 0.38  0.138
H 0.46 -0.47 1.68  0.109
H -2.00 -0.61 0.71  0.091
H -1.54 1.19 1.32  0.165
H 0.34 1.88 -1.80  0.140
H 1.50 0.59 -0.55  0.106

Computed properties:
Spin multiplicity: 1

Run 3
ORCA calculation (ωB97M-V with the def2-TZVPD basis set) on C4H8N2 as an isolated structure.

Each line ends with the Löwdin charge.
Geometry (Å):
C 1.14 0.98 0.22  -0.074
C -0.05 0.49 -0.26  -0.532
C -0.14 -0.34 -1.50  -0.031
N -1.21 0.68 0.39  0.132
C 0.28 -1.43 1.65  -0.207
N -0.49 -2.30 1.75  -0.022
H 1.01 -0.33 1.28  0.100
H 1.11 1.88 0.83  0.073
H 2.02 0.84 -0.38  0.067
H -0.54 0.29 -2.30  0.095
H -0.79 -1.22 -1.38  0.086
H 0.85 -0.68 -1.81  0.087
H -2.02 0.12 0.16  0.112
H -1.18 1.01 1.35  0.113

Computed properties:
Spin multiplicity: 1

Stability, lowest: run 2